Entry 1:
A 9-piece molecular cluster, C58H53F11N6O3PS2 overall, computed with ωB97M-V with the def2-TZVPD basis set.

```
! wB97M-V def2-TZVPD RIJCOSX def2/J DEFGRID3
* xyz 1 1
C 1.472 4.644 0.891
N -4.484 -2.681 -3.459
S 0.457 1.339 -1.316
C -9.734 -6.086 -6.229
C 5.975 7.133 4.971
C -6.442 -5.924 -1.422
C -1.067 8.206 -0.204
H -0.317 -5.223 -3.578
H -8.468 -6.126 -4.501
H -6.392 -5.718 -5.793
H -0.241 2.575 6.365
F -1.166 6.869 -0.370
H 4.589 4.736 -0.427
F -9.873 -6.789 -0.702
H -0.783 12.003 0.265
H -4.284 -1.726 -3.752
H -8.655 -5.549 -9.403
F 0.431 -5.263 0.469
F -6.293 -5.378 -8.355
F 2.432 3.354 -0.831
P 0.990 1.639 -3.132
N -0.937 -1.332 -4.989
C 6.091 8.493 5.219
H 9.451 8.692 5.591
C 3.314 0.520 2.442
H 1.246 10.592 0.345
C 3.009 0.371 3.781
H 2.397 -7.181 0.152
F 6.999 5.029 4.724
H -2.072 -4.418 -4.299
H -3.422 -3.681 -6.580
H 0.500 -1.112 -2.147
C -3.253 -3.178 -5.628
C 0.277 10.140 0.180
H 1.748 1.504 7.361
H 2.982 0.974 -2.737
C -6.626 -6.632 0.870
C -4.344 -3.541 -4.612
C -0.620 -5.668 -0.231
C 7.341 9.055 5.441
C 1.830 2.489 6.921
C 5.647 0.290 2.984
C -0.248 -0.601 -4.101
C -1.125 -2.513 -4.392
C -0.862 10.932 0.133
H 4.812 6.548 1.263
H -1.285 -4.003 -5.881
H -3.206 -2.106 -5.848
C 8.476 8.254 5.422
C 3.996 0.184 4.729
C 0.809 4.354 5.800
C -8.513 -6.006 -5.572
H 4.435 -7.662 4.631
H 1.202 -6.347 2.151
C -1.875 -3.637 -5.035
H 6.682 0.258 2.670
C 3.157 4.407 6.342
C 4.643 0.484 2.044
H -0.267 3.278 -3.348
C -5.854 -6.174 -0.189
C 1.598 5.645 1.842
C -7.427 -5.612 -7.657
C 2.556 4.339 0.094
H -10.641 -6.272 -5.668
H -10.740 -5.993 -8.122
N 0.001 -1.319 -3.005
C -2.210 8.978 -0.259
H 0.543 4.104 0.767
F 1.721 0.411 4.168
C 2.737 -6.941 3.515
H 0.047 -3.182 -1.257
H 3.925 2.679 7.350
S 2.007 2.203 -6.871
H 1.051 8.130 0.058
H 5.205 9.115 5.238
C 8.364 6.892 5.185
N 0.131 0.677 -4.287
H -6.168 -6.830 1.830
C 0.000 -4.940 -2.577
H 5.009 6.678 4.788
H 4.634 -8.235 0.410
C 0.764 1.550 -6.239
C 0.710 3.091 6.363
F 2.139 6.215 5.240
N -0.226 1.273 -5.542
H -2.993 10.967 -0.117
H 2.895 7.112 2.716
O 0.670 3.139 -3.565
C 2.843 -7.277 1.135
H -1.538 -3.694 -1.761
C -0.510 -3.555 -2.120
C -8.555 -6.588 -0.533
H 2.213 -6.574 4.387
C 5.322 0.138 4.325
C 3.877 6.013 1.160
O -5.006 -4.520 -4.777
C -8.630 -5.683 -8.329
H 9.235 6.250 5.174
H 7.431 10.116 5.630
C -2.104 10.351 -0.084
C 3.759 5.005 0.212
C -7.350 -5.773 -6.289
C 4.637 -7.998 2.532
F 5.841 -8.577 2.667
H 3.727 0.077 5.771
H -5.844 -5.564 -2.250
C 4.089 -7.872 1.270
F -0.778 -7.209 -1.953
H 2.516 0.664 1.723
C -7.801 -6.137 -1.598
H 0.760 5.890 2.481
C -0.457 -5.962 -1.550
H -4.791 -6.012 -0.054
C 7.113 6.352 4.960
F -1.752 -5.741 0.426
C 0.176 8.766 0.016
H 1.101 -4.927 -2.571
C 2.035 4.991 5.797
H -0.052 4.844 5.364
H 4.103 4.934 6.316
H -8.275 -5.955 -2.550
C 2.798 6.330 1.975
H -8.608 -7.184 1.517
C 3.978 -7.543 3.658
H -3.717 -2.930 -2.833
H 6.103 -0.017 5.058
N -0.573 -2.539 -3.179
C -7.988 -6.836 0.702
H -3.168 8.507 -0.436
C 3.053 3.147 6.913
O 2.533 1.459 -3.443
H 4.897 0.608 0.999
C 2.168 -6.810 2.255
C -9.791 -5.928 -7.608
*
```

- Kohn-Sham gap: 6.88 eV
- LUMO energy: -0.132 Ha
- Calculated total energy: -5032.1220 hartree
- Molar mass: 1186.19 g/mol

Entry 2:
C58H56FGeI2NO3P3RbS2 as an isolated structure, computed with ωB97M-V with the def2-TZVPD basis set.

```
! wB97M-V def2-TZVPD RIJCOSX def2/J DEFGRID3
* xyz 0 1
H 5.301 5.319 1.217
C -1.974 1.105 -3.544
H -4.094 1.895 1.445
C -3.807 5.502 -0.656
C 2.961 -0.228 -2.441
H -5.102 2.498 -1.560
C 3.473 0.475 5.191
F 0.212 4.555 1.016
P 2.682 1.269 -0.109
H -0.348 -5.067 2.949
H 2.931 4.064 -4.189
P -2.582 1.037 -0.874
C -2.976 0.755 -2.642
H 3.017 -1.377 -4.247
H 1.932 0.063 -2.607
H -3.549 0.419 -6.460
C 5.761 2.199 2.444
I -1.016 -5.842 -3.649
H -0.338 -7.409 -0.389
C 3.576 -1.041 -3.380
C 0.720 3.023 -1.163
C -4.197 0.295 -3.129
H -1.383 1.249 -5.601
H -2.800 4.059 4.531
C -5.749 -1.042 1.773
C -4.728 4.564 -1.125
H -6.474 -1.528 2.415
C -2.275 3.242 4.046
C 1.004 4.245 -3.245
H 1.350 -1.984 4.242
H 4.248 0.678 5.925
C 4.004 2.209 0.767
H -3.310 -2.584 -3.512
H -1.685 -3.614 0.283
C 5.963 3.561 2.255
H 1.804 1.984 2.668
C -0.932 1.138 2.766
H 5.564 0.245 -0.324
C -1.065 2.377 2.127
C 2.801 2.916 -2.385
H -5.540 -2.730 0.456
H -2.766 -4.972 3.476
C -2.901 -2.853 3.115
C -4.415 0.884 1.216
C 4.904 -1.421 -3.202
C 4.777 1.539 1.721
S 0.860 -5.434 0.134
C -2.209 -1.695 2.793
C -5.333 0.255 2.048
C -4.404 0.183 -4.500
C -4.301 -1.090 -0.157
H 3.814 2.540 -2.477
C 4.195 3.582 0.612
C -0.120 -1.471 -4.908
C 4.982 -0.132 -1.154
O 2.913 -1.836 1.006
P 0.089 -0.220 2.032
C -2.229 -4.067 3.210
C -5.229 -1.712 0.671
C -1.449 0.991 4.063
H 0.867 -3.031 2.309
H 0.835 -7.722 0.912
I 2.303 -4.607 -3.393
C -0.828 -1.724 2.571
C 2.307 3.773 -3.350
H 2.771 -5.918 1.536
H -2.758 -0.765 2.705
H 3.568 2.431 4.296
H -1.850 4.384 2.300
C 3.650 0.246 -1.318
N -0.246 -1.512 -3.737
H -2.511 1.877 5.695
O -1.458 -2.849 -0.257
C 2.021 2.509 -1.293
S 0.055 -1.411 -6.534
H 2.870 -4.333 0.731
C 5.168 4.251 1.351
C 0.677 -7.217 -0.042
H -1.013 1.447 -3.176
H -5.357 -0.184 -4.871
C 5.602 -0.965 -2.092
H -0.779 4.281 -2.082
H -1.861 -2.184 -3.173
C 0.227 3.885 -2.156
C -4.385 3.223 -1.186
H 1.378 -7.599 -0.787
H 0.593 4.897 -4.007
H 3.579 4.143 -0.080
H -1.824 5.821 0.122
C -0.181 -2.960 2.593
H -5.713 4.885 -1.450
H 0.328 -4.017 -5.072
H 3.213 -5.818 -0.191
C -2.198 3.741 -0.300
H 6.354 1.654 3.170
C 1.842 -1.021 4.224
H -4.077 6.553 -0.614
H 5.390 -2.062 -3.931
H -3.971 -2.803 3.287
H 6.641 -1.243 -1.951
H 0.951 -5.665 -5.400
C 0.633 -4.963 -4.645
C -2.181 1.000 -4.912
O -2.668 -2.600 -2.795
C 1.447 -0.044 3.307
H -1.306 0.053 4.586
H -1.955 -2.964 -1.091
C 2.096 1.196 3.352
H -4.992 0.022 -2.444
H 6.724 4.084 2.823
Ge -0.504 3.076 0.377
Rb 0.267 -1.129 -1.091
C 2.599 -5.382 0.601
C -3.901 0.223 0.097
H 3.059 -1.471 1.891
C 2.849 -0.762 5.156
H 3.131 -1.534 5.866
C -2.121 2.019 4.693
C -1.743 3.421 2.784
H 3.691 -1.610 0.477
C -2.547 5.095 -0.245
C 3.089 1.457 4.285
H -5.724 0.783 2.910
H -3.894 -1.627 -1.010
C -3.118 2.803 -0.771
H 4.596 0.487 1.920
C -3.395 0.529 -5.393
C -0.871 -4.119 2.933
*
```

- Kohn-Sham gap: 7.73 eV
- LUMO energy: 0.005 Ha
- Calculated total energy: -7141.0554 hartree
- Energy relative to the best compared isomer or geometry (same formula, charge and spin): 0.00 kcal per mole
- Molar mass: 1403.03 g/mol